Entry 1:
102
Properties=species:S:1:pos:R:3:forces:R:3 method="wB97M-V/def2-TZVPD" e_lumo_ev="2.0 / 2.0" homo_ev="-2.3 / -4.6" multiplicity=2 charge=-1 e_tot_ha=-5148.29570
Cs -0.6616 0.9797 -0.1350 2.8 -1.4 0.5
C 0.6075 -2.8864 -0.0687 -0.1 0.0 0.0
O -0.4767 -2.0704 -0.4638 0.0 -0.1 -0.1
C -0.8468 -2.2481 -1.8181 0.0 0.0 0.1
C 0.0704 -1.5285 -2.8057 -0.1 0.1 0.0
O -0.3057 -0.1711 -3.0216 0.1 -0.2 0.0
C -1.3356 -0.0120 -3.9764 0.1 -0.1 0.1
C -1.8149 1.4092 -3.9430 0.0 0.1 0.0
O -0.8369 2.2554 -4.5128 -0.1 0.1 0.1
C -1.1050 3.6111 -4.2167 0.0 0.0 0.0
H 0.3818 -3.9411 -0.2719 0.0 0.0 0.0
H 0.7430 -2.7418 1.0009 -0.1 0.0 0.0
H 1.5361 -2.6036 -0.5694 0.0 0.0 0.0
H -1.8596 -1.8484 -1.9056 0.0 0.0 0.0
H -0.8832 -3.3192 -2.0539 0.0 0.0 0.0
H 0.0819 -2.0718 -3.7607 0.0 0.1 0.0
H 1.0902 -1.4989 -2.4165 0.0 0.0 0.0
H -2.1835 -0.6721 -3.7528 0.0 0.0 0.0
H -0.9607 -0.2595 -4.9773 0.0 0.0 0.0
H -2.0103 1.6925 -2.9033 0.0 0.0 0.0
H -2.7613 1.4896 -4.4944 0.0 0.0 0.0
H -2.0471 3.9394 -4.6729 0.0 0.0 0.0
H -0.2877 4.2063 -4.6219 0.0 0.0 0.0
H -1.1711 3.7712 -3.1349 0.0 0.0 0.0
C -2.1880 5.7323 0.2252 0.1 0.1 0.0
C -1.3203 4.5411 -0.0637 0.3 0.1 0.0
N -1.7674 3.4256 -0.5094 -0.6 0.7 -0.1
N -3.1077 3.3623 -0.7706 -0.3 -0.1 -0.2
C -3.5915 2.1265 -0.9150 -0.3 0.3 0.3
O -3.0458 1.0175 -0.6848 -2.2 0.5 -0.8
C -5.0379 2.1250 -1.3756 0.2 0.0 0.0
C -5.9355 3.1377 -1.0456 -0.1 0.0 0.0
C -7.2549 3.0799 -1.4830 0.1 0.0 0.0
C -7.6851 2.0209 -2.2750 0.1 0.0 0.0
C -6.7893 1.0148 -2.6189 0.0 0.0 0.1
C -5.4783 1.0646 -2.1594 -0.1 -0.1 -0.1
C 0.1566 4.6486 0.1534 -0.3 0.0 -0.1
C 0.7333 5.8393 0.5890 0.1 0.2 0.1
C 2.1063 5.9079 0.7757 -0.2 0.2 0.0
C 2.8792 4.7943 0.5136 0.0 -0.1 0.0
C 2.2241 3.6521 0.0766 -0.1 -0.1 0.0
N 0.9106 3.5722 -0.0941 0.2 0.1 -0.1
H -3.2213 5.4733 0.0224 0.0 0.0 0.0
H -1.9079 6.5837 -0.4043 0.0 0.0 0.0
H -2.0919 6.0470 1.2685 0.0 0.0 0.0
H -5.5810 3.9671 -0.4464 0.0 0.0 0.0
H -7.9484 3.8672 -1.2100 0.0 0.0 0.0
H -8.7133 1.9773 -2.6188 0.1 0.0 0.0
H -7.1152 0.1845 -3.2348 0.0 0.0 0.0
H -4.7764 0.2716 -2.3935 0.0 0.0 0.0
H 0.1127 6.7029 0.7871 0.0 0.0 0.0
H 2.5636 6.8284 1.1200 0.0 0.0 0.0
H 3.9534 4.8028 0.6414 0.0 0.0 0.0
H 2.7835 2.7482 -0.1521 0.0 0.0 0.0
S 1.5759 -0.0695 2.1890 0.0 0.0 0.3
C 0.0414 0.0324 2.6651 0.5 -0.1 0.4
C 3.0427 -5.8490 2.0655 0.0 0.0 0.0
C 4.0021 -4.7173 2.3396 -0.1 0.0 0.0
C 3.5572 -3.4010 2.4135 0.0 0.1 0.0
C 4.4342 -2.3482 2.6343 -0.2 0.0 0.1
C 5.7919 -2.5945 2.7600 0.2 0.1 0.1
N 6.7478 -1.5515 2.9335 -0.1 -0.2 0.0
C 6.6764 -0.2298 2.5611 -0.3 -0.1 -0.1
O 7.3225 0.6310 3.1306 0.1 0.0 0.0
N 5.8266 0.0773 1.5184 0.1 -0.1 -0.2
C 5.3767 -0.7569 0.4732 -0.2 0.5 0.1
C 6.0885 -1.8449 0.0149 0.4 -0.2 -0.2
C 5.5232 -2.6467 -0.9592 -0.1 -0.1 -0.1
C 4.2691 -2.3213 -1.4522 0.1 -0.1 0.0
N 3.5960 -1.2522 -1.0432 -0.1 0.2 -0.1
C 4.1393 -0.4866 -0.1068 -0.1 -0.1 0.1
C 6.2545 -3.9030 2.6979 0.0 -0.1 0.0
C 5.3642 -4.9506 2.5058 0.1 0.0 0.0
H 2.0101 -5.5348 2.2245 0.1 0.0 0.0
H 3.2430 -6.7058 2.7133 0.0 0.0 0.0
H 3.1251 -6.1929 1.0305 0.0 0.0 0.0
H 2.5032 -3.1679 2.2970 0.1 0.0 0.1
H 4.0390 -1.3390 2.6872 0.0 -0.1 0.1
H 7.4850 -1.7103 3.5989 0.0 0.0 0.1
H 5.6287 1.0608 1.4512 0.0 0.1 0.0
H 7.0594 -2.0797 0.4327 0.0 0.0 -0.1
H 6.0455 -3.5213 -1.3243 0.0 0.0 0.0
H 3.7833 -2.9460 -2.1960 0.0 0.0 0.0
H 3.5382 0.3458 0.2527 0.0 0.0 0.0
H 7.3194 -4.0995 2.7881 -0.1 0.0 0.0
H 5.7434 -5.9673 2.4625 0.0 0.0 0.0
C -5.5615 -1.1354 0.6391 0.1 0.0 0.1
N -4.4567 -1.2272 1.5750 -0.2 0.2 0.0
C -3.9991 -0.1609 2.3538 -0.3 -0.3 -0.5
C -2.9818 -0.6280 3.0879 0.1 -0.4 0.0
N -2.8278 -1.9680 2.7562 0.2 -0.1 0.0
C -1.7532 -2.7996 3.2772 -0.2 0.1 0.0
C -3.7414 -2.3500 1.8238 0.2 0.5 0.3
Se -3.9811 -4.0332 1.0664 0.1 0.2 0.1
H -6.5141 -1.1425 1.1709 0.0 0.0 0.0
H -5.5172 -1.9959 -0.0226 0.0 0.0 0.0
H -5.4586 -0.2185 0.0669 0.0 0.0 0.0
H -4.3999 0.8336 2.2551 0.0 -0.1 0.0
H -2.3025 -0.1328 3.7568 0.0 -0.1 -0.1
H -1.9220 -3.0045 4.3345 0.0 0.0 0.0
H -0.8125 -2.2626 3.1561 0.0 0.0 0.0
H -1.7537 -3.7328 2.7221 0.0 0.0 0.0

***

Entry 2:
66
Properties=species:S:1:pos:R:3:forces:R:3 method="wB97M-V/def2-TZVPD" e_lumo_ev=0.4 homo_ev=-8.6 e_tot_ha=-2175.11399 smiles="CCCCN(C)CCNC(=O)CN1C(=O)CSc2ccc(S(=O)(=O)N3CCCCC3)cc21"
C 2.7778 -2.9303 5.4371 -0.1 0.0 -0.2
H 2.4835 -3.7031 6.1448 0.0 -0.1 0.1
C 1.8477 -2.9250 4.2301 -0.1 0.0 0.2
C 0.3840 -2.6829 4.5976 0.1 0.2 0.0
H -0.2454 -2.9779 3.7575 -0.1 0.0 0.1
C 0.1031 -1.2249 4.9592 0.0 -0.3 -0.1
N 0.2980 -0.3281 3.8242 0.0 0.1 0.2
C -0.8758 -0.2960 2.9737 0.1 0.0 0.0
H -0.6586 0.2295 2.0459 0.0 0.0 -0.1
H -1.1593 -1.3149 2.7207 -0.1 0.0 0.0
H -1.7332 0.1928 3.4635 0.0 0.0 0.0
C 0.6953 0.9954 4.2742 0.1 0.0 -0.2
H 1.6022 0.8702 4.8739 -0.1 0.0 0.1
C 1.0042 1.9598 3.1291 -0.2 0.0 0.1
N 1.8438 1.3460 2.1267 0.1 0.0 0.5
C 1.5800 1.4532 0.8170 0.6 -0.2 -0.2
O 0.6674 2.1087 0.3521 -0.3 0.3 -0.2
C 2.5212 0.6215 -0.0601 0.0 0.3 0.1
N 2.0345 -0.7514 -0.0902 0.2 0.2 -0.1
C 2.6806 -1.6439 0.7131 0.1 -0.4 0.1
O 3.5513 -1.3051 1.4903 0.2 0.0 0.2
C 2.2518 -3.0770 0.5388 -0.3 -0.1 0.1
H 2.8008 -3.7158 1.2267 0.0 0.1 0.0
H 2.3845 -3.4154 -0.4904 0.1 0.0 0.0
S 0.4900 -3.1793 0.9542 0.2 0.1 0.0
C -0.0534 -2.0251 -0.2561 0.3 -0.1 0.0
C -1.3424 -2.1548 -0.7630 0.0 0.2 -0.1
C -1.8011 -1.2965 -1.7418 -0.1 -0.1 0.0
C -0.9371 -0.3370 -2.2338 0.1 0.4 -0.3
C 0.3387 -0.1892 -1.7373 0.1 0.0 -0.1
C 0.8015 -1.0081 -0.7098 -0.7 -0.3 -0.2
H 0.9459 0.5837 -2.1768 0.1 0.1 0.1
S -1.4922 0.7758 -3.5234 -0.1 -0.4 0.5
O -2.2729 0.0286 -4.4665 -0.2 0.0 0.1
O -0.3416 1.4834 -4.0184 0.0 0.1 0.3
N -2.5422 1.7294 -2.6431 0.5 -0.7 -0.5
C -3.6720 2.2539 -3.3845 -0.3 0.0 -0.7
C -3.2850 3.4759 -4.2159 -0.2 0.1 0.3
C -2.6761 4.5444 -3.3102 0.2 -0.1 -0.2
C -1.4771 3.9603 -2.5669 -0.2 0.1 0.1
C -1.9010 2.7133 -1.7922 0.6 0.3 0.3
H -1.0392 2.2440 -1.3172 0.0 0.1 0.2
H -2.6197 2.9816 -1.0101 0.1 -0.1 0.0
H -1.0574 4.6890 -1.8724 0.1 0.0 0.0
H -0.7058 3.6765 -3.2836 0.0 0.1 0.1
H -2.3670 5.4075 -3.9026 -0.1 0.1 0.0
H -3.4271 4.8805 -2.5895 -0.1 0.1 0.0
H -2.5501 3.1663 -4.9619 0.0 0.0 -0.1
H -4.1649 3.8626 -4.7332 0.0 0.0 -0.1
H -4.0287 1.4457 -4.0236 -0.2 0.1 0.1
H -4.4520 2.5131 -2.6606 0.1 -0.1 0.0
H -2.7954 -1.3723 -2.1480 -0.2 -0.1 0.0
H -1.9715 -2.9387 -0.3708 -0.1 -0.1 0.0
H 3.5270 0.5978 0.3637 -0.2 0.0 -0.1
H 2.5574 1.0369 -1.0663 0.0 0.0 0.1
H 2.5538 0.7013 2.4451 0.0 -0.1 -0.2
H 1.5060 2.8423 3.5443 -0.2 0.0 0.0
H 0.0957 2.2950 2.6236 0.1 0.0 0.1
H -0.0744 1.4671 4.9135 0.1 0.0 0.0
H -0.9209 -1.1345 5.3590 0.1 0.1 0.0
H 0.7887 -0.9285 5.7551 0.0 0.1 0.0
H 0.1126 -3.3084 5.4509 -0.1 -0.1 0.0
H 2.1653 -2.1521 3.5305 0.0 -0.1 -0.1
H 1.9232 -3.8921 3.7276 0.0 0.0 -0.1
H 3.8001 -3.1246 5.1213 0.1 0.0 0.1
H 2.7620 -1.9722 5.9503 0.0 0.1 0.1

***

Entry 3:
14
Properties=species:S:1:pos:R:3:forces:R:3 method="wB97M-V/def2-TZVPD" e_lumo_ev="-4.1 / -5.1" homo_ev="-13.0 / -14.3" multiplicity=4 charge=+1 e_tot_ha=-1838.79310
O 2.8701 -0.5196 -0.0103 0.4 0.2 0.2
C 3.9238 -1.0105 0.0999 1.5 -0.7 0.0
O 4.9607 -1.4915 0.1922 -0.7 0.4 0.0
O -0.5504 -1.3012 -0.8262 0.6 0.3 0.1
C -1.7895 -0.8098 -0.6300 -1.1 0.2 0.0
C -2.0562 0.4861 0.0382 0.0 0.1 0.3
O -1.3126 1.3392 0.5539 -0.5 0.0 -0.1
C 0.1953 1.3306 0.5912 0.4 -0.1 -0.1
Co 0.9293 -0.3916 -0.2807 -1.2 0.2 -0.1
H -2.4582 -1.4820 -0.0330 0.2 0.1 -0.2
H -2.3883 -0.6808 -1.5685 0.3 -0.2 0.2
H -3.1245 0.7307 0.1321 0.2 0.0 -0.1
H 0.3786 1.5207 1.6580 0.0 -0.2 -0.3
H 0.4219 2.2798 0.0831 -0.1 -0.3 0.1

***

Entry 4:
10
Properties=species:S:1:pos:R:3:forces:R:3 method="wB97M-V/def2-TZVPD" e_lumo_ev="-0.8 / -0.8" homo_ev="-9.4 / -9.4" e_tot_ha=-575.00054
N 1.5273 -1.9020 -0.0850 -1.8 1.0 0.7
N 0.3946 2.2177 0.4217 -0.1 3.2 1.5
N 0.6770 -1.2791 0.2043 -2.4 1.9 0.7
N -0.1016 1.1780 -0.0675 1.6 -1.5 -1.1
N -1.1694 0.6320 -0.2942 -0.7 -0.8 0.4
O -1.7141 0.5237 -1.3711 -0.6 -0.1 -0.2
O 2.3588 -2.6093 -0.3375 4.7 -3.6 -1.6
O 1.5819 2.4081 0.5005 -0.2 -0.8 -0.3
O -1.5986 -0.1813 0.7565 -1.0 -0.7 -1.0
H -1.9558 -0.9879 0.2724 0.3 1.3 0.7

***

Entry 5:
9
Properties=species:S:1:pos:R:3:forces:R:3 method="wB97M-V/def2-TZVPD" e_lumo_ev=-5.8 homo_ev=-15.1 charge=+1 e_tot_ha=-548.38305
C -0.1665 -0.2045 0.0282 5.4 2.1 -1.4
N 1.6840 0.5119 -0.2839 -3.2 0.3 2.1
N -1.1274 0.6068 -0.0381 -2.0 -3.7 0.0
S -2.8447 0.1010 -0.1372 0.0 1.0 0.5
H -0.1552 -1.2861 -0.2076 -0.4 0.7 0.5
H 2.2480 -0.1570 0.2431 -0.2 -0.8 -0.2
H 1.8794 1.3589 0.3746 -1.2 -1.3 -1.3
H -1.1820 1.5559 0.1389 1.1 2.6 0.3
H -2.6339 -0.9967 -0.8081 0.4 -0.9 -0.6

***

Entry 6:
92
Properties=species:S:1:pos:R:3:forces:R:3 method="wB97M-V/def2-TZVPD" e_lumo_ev=-4.3 homo_ev=-10.0 charge=+1 e_tot_ha=-2013.47990
C -5.5102 2.5504 1.8183 0.3 0.1 0.0
C -4.7545 1.6222 1.0802 0.1 0.4 0.1
C -3.3692 1.7718 0.9850 -0.1 0.2 0.4
C -2.7467 2.8131 1.6822 -1.2 -0.3 0.1
N -1.3614 2.9512 1.6094 2.3 0.4 0.3
C -0.5317 2.4835 0.6640 -0.3 0.5 -1.2
N 0.6769 3.0238 1.0156 -0.8 -0.1 1.8
C 1.7955 3.1681 0.1642 0.1 -0.1 -0.5
C 1.9423 2.2233 -0.8411 0.8 -0.1 -0.2
C 3.0695 2.2901 -1.6702 -0.2 0.4 0.3
C 3.9766 3.3543 -1.5375 -0.1 -0.1 0.1
C 3.7673 4.3484 -0.5713 -0.4 -0.4 0.0
C 2.6607 4.2572 0.2850 0.3 0.1 -0.2
C 0.5636 3.5828 2.3037 -1.6 -0.4 -1.3
C 1.6821 3.8105 3.2026 0.8 0.3 1.3
C 1.4659 4.6917 4.2791 0.4 -0.1 -0.4
C 2.4979 4.9659 5.1743 0.2 -0.2 0.0
C 3.7364 4.3199 5.0595 -0.3 0.0 -0.3
C 3.9309 3.3780 4.0422 -0.3 0.1 0.1
C 2.9125 3.1022 3.1299 -0.6 0.4 -0.1
N -0.7140 3.6524 2.6173 1.2 -0.6 0.4
C -3.4710 3.7071 2.4684 -0.4 -0.1 -0.2
C -4.8668 3.5935 2.5056 0.2 -0.5 -0.3
H -6.6000 2.4630 1.8510 0.4 0.0 0.0
H -5.2520 0.7933 0.5726 0.2 0.3 0.1
H -2.7189 1.0970 0.4277 -0.4 0.1 0.1
H 1.1807 1.4472 -0.9228 0.3 0.1 -0.1
H 3.2324 1.5158 -2.4186 0.0 0.2 0.1
H 4.8466 3.4175 -2.1958 -0.3 -0.1 0.2
H 4.4541 5.1928 -0.4780 -0.2 -0.3 -0.1
H 2.4858 5.0229 1.0477 0.1 -0.3 -0.4
H 0.4799 5.1478 4.3730 0.4 0.0 0.0
H 2.3375 5.6828 5.9761 0.0 -0.2 -0.1
H 4.5438 4.5359 5.7623 -0.3 0.0 -0.2
H 4.8800 2.8489 3.9602 -0.3 0.1 0.0
H 3.0621 2.3415 2.3594 0.0 0.3 0.2
H -2.9330 4.4759 3.0211 -0.3 -0.2 -0.2
H -5.4530 4.3184 3.0689 0.2 -0.2 -0.1
C 4.6407 -6.5415 -1.9264 0.1 -0.2 0.3
N 4.1361 -5.5521 -2.8546 -0.6 0.4 0.1
C 4.8888 -5.4533 -4.0867 0.1 0.0 -0.4
C 3.0691 -4.7546 -2.5756 0.5 -0.3 0.0
C 2.5453 -3.8605 -3.5473 -0.4 0.5 -0.1
C 1.5115 -2.9980 -3.2364 0.5 -0.3 0.0
C 0.9135 -2.9861 -1.9482 -0.4 0.3 0.1
C -0.1087 -2.0229 -1.5787 0.1 -0.6 0.3
C -0.3116 -0.8483 -2.3472 -0.4 0.7 -0.2
C -1.3657 0.0355 -2.1803 0.6 -0.9 -0.2
C -1.6630 1.1524 -3.0360 -0.1 1.0 -0.7
C -2.7851 1.9737 -2.7495 0.3 -0.4 0.0
C -3.1376 3.0313 -3.5797 0.2 0.1 -0.3
C -2.3843 3.3078 -4.7329 0.1 -0.4 0.5
C -1.2619 2.5181 -5.0240 0.1 -0.2 0.1
C -0.8967 1.4595 -4.1927 -0.4 0.1 0.3
C -0.9495 -2.2871 -0.4072 0.0 -0.2 0.0
C -1.1889 -1.3035 0.5777 0.0 -0.2 0.0
C -1.9682 -1.5829 1.6871 0.1 -0.1 -0.2
C -2.6289 -2.8317 1.8025 0.0 0.0 0.2
N -3.4369 -3.0991 2.8752 0.1 0.0 -0.3
C -4.4831 -4.0975 2.8144 0.1 -0.3 0.0
C -3.1838 -2.5464 4.1886 -0.1 0.4 0.1
C -2.4317 -3.8043 0.7935 0.1 0.1 -0.1
C -1.5720 -3.5500 -0.2577 0.0 0.2 0.1
C 1.4081 -3.9273 -1.0030 0.2 -0.3 -0.1
C 2.4535 -4.7783 -1.2965 -0.4 0.2 0.1
H 3.8482 -6.8982 -1.2615 0.3 -0.1 -0.3
H 5.0267 -7.3857 -2.5127 -0.2 0.1 0.3
H 5.4666 -6.1434 -1.3125 -0.2 -0.1 -0.2
H 4.8012 -4.4531 -4.5224 0.2 -0.3 0.1
H 5.9436 -5.6564 -3.8572 -0.3 0.2 -0.2
H 4.5510 -6.1952 -4.8298 0.1 0.2 0.2
H 2.9647 -3.8485 -4.5505 -0.3 0.0 0.3
H 1.1453 -2.3330 -4.0162 0.1 -0.2 0.2
H 0.3874 -0.6714 -3.1669 -0.2 0.0 0.4
H -2.0976 -0.1559 -1.3963 0.2 0.0 -0.1
H -3.3743 1.7546 -1.8565 0.1 0.1 -0.2
H -4.0046 3.6475 -3.3370 0.3 -0.2 -0.1
H -2.6668 4.1286 -5.3960 0.1 -0.3 0.2
H -0.6631 2.7280 -5.9117 -0.2 0.0 0.3
H -0.0253 0.8471 -4.4292 -0.3 0.3 -0.1
H -0.7257 -0.3205 0.4675 -0.1 -0.2 0.1
H -2.1197 -0.8282 2.4572 0.0 -0.1 -0.2
H -4.8064 -4.2421 1.7770 0.0 0.1 0.3
H -4.1484 -5.0657 3.2223 -0.1 0.1 -0.1
H -5.3343 -3.7496 3.4163 0.2 -0.1 -0.2
H -2.1366 -2.2305 4.2749 -0.3 -0.1 0.1
H -3.8333 -1.6830 4.4040 0.2 -0.2 0.0
H -3.3934 -3.3254 4.9363 0.2 0.3 -0.1
H -2.9178 -4.7749 0.8792 0.2 0.3 -0.1
H -1.3962 -4.3315 -0.9996 0.0 0.3 0.2
H 0.9832 -3.9738 -0.0012 0.1 0.2 -0.3
H 2.8179 -5.4548 -0.5271 -0.1 0.3 -0.2

***

Energy relative to the best compared isomer or geometry (same formula, charge and spin) readings, ordered: 2.153, 0.083, 0.000, 0.616, 4.203, 0.000 eV